Record 1
Formula: C56H138N13O9P3
Source: OMol25
Level of theory: wB97M-V/def2-TZVPD

Positions of all 219 atoms, in Å:
C1 -14.724 -3.081 -14.597
N1 -15.073 -4.464 -14.377
C2 -14.208 -5.329 -15.238
P1 -16.685 -4.885 -14.283
O1 -17.393 -4.783 -15.593
N2 -16.842 -6.466 -13.827
C3 -17.229 -7.511 -14.759
C4 -16.357 -6.919 -12.541
N3 -17.280 -3.781 -13.187
C5 -18.655 -3.340 -13.368
C6 -16.687 -3.350 -11.867
H1 -13.651 -2.941 -14.355
H2 -15.317 -2.444 -14.024
H3 -14.912 -2.781 -15.583
H4 -14.508 -6.386 -15.300
H5 -13.252 -5.347 -14.802
H6 -14.130 -4.928 -16.259
H7 -17.911 -7.092 -15.492
H8 -16.279 -7.908 -15.296
H9 -17.782 -8.219 -14.246
H10 -16.217 -6.030 -11.896
H11 -17.173 -7.520 -12.217
H12 -15.453 -7.574 -12.537
H13 -19.050 -3.804 -14.245
H14 -19.246 -3.642 -12.476
H15 -18.672 -2.277 -13.365
H16 -15.713 -3.799 -11.731
H17 -17.303 -3.853 -11.081
H18 -16.721 -2.246 -11.770
C7 -20.935 -8.958 -15.639
N4 -21.644 -9.383 -14.463
C8 -22.378 -10.627 -14.642
P2 -20.843 -9.130 -12.997
O2 -19.577 -9.853 -12.870
N5 -20.543 -7.430 -12.942
C9 -20.000 -7.057 -11.673
C10 -21.737 -6.552 -13.160
N6 -21.844 -9.517 -11.730
C11 -23.103 -8.887 -11.536
C12 -21.390 -10.518 -10.732
H19 -20.756 -7.850 -15.700
H20 -21.573 -9.142 -16.533
H21 -19.955 -9.465 -15.737
H22 -21.805 -11.508 -14.582
H23 -22.807 -10.570 -15.665
H24 -23.245 -10.634 -13.901
H25 -20.864 -6.891 -10.974
H26 -19.458 -7.872 -11.219
H27 -19.342 -6.169 -11.740
H28 -22.334 -6.532 -12.210
H29 -21.432 -5.486 -13.302
H30 -22.320 -6.826 -13.989
H31 -23.452 -8.380 -12.384
H32 -23.863 -9.582 -11.301
H33 -23.179 -8.192 -10.676
H34 -22.178 -11.277 -10.564
H35 -21.198 -10.075 -9.782
H36 -20.471 -10.975 -11.110
C13 -18.728 -2.136 -19.918
N7 -18.621 -3.603 -20.078
C14 -17.297 -4.146 -20.172
P3 -20.119 -4.328 -20.321
O3 -21.192 -3.726 -19.502
N8 -20.550 -4.274 -21.900
C15 -19.538 -4.359 -22.886
C16 -21.759 -3.592 -22.256
N9 -19.812 -5.946 -20.039
C17 -20.199 -6.955 -21.009
C18 -19.302 -6.328 -18.705
H37 -17.867 -1.797 -19.360
H38 -19.598 -1.902 -19.285
H39 -18.771 -1.624 -20.880
H40 -16.725 -3.908 -19.288
H41 -16.706 -3.830 -21.002
H42 -17.389 -5.248 -20.192
H43 -19.583 -3.459 -23.506
H44 -18.541 -4.456 -22.434
H45 -19.786 -5.248 -23.462
H46 -21.441 -2.677 -22.715
H47 -22.302 -4.245 -22.969
H48 -22.360 -3.403 -21.395
H49 -19.386 -7.335 -21.572
H50 -20.516 -7.915 -20.512
H51 -21.027 -6.619 -21.569
H52 -19.681 -7.290 -18.494
H53 -19.462 -5.645 -17.883
H54 -18.180 -6.500 -18.616
C19 -21.451 -5.787 -7.676
C20 -21.891 -4.541 -8.446
C21 -22.519 -4.821 -9.842
C22 -23.005 -3.877 -7.558
C23 -23.283 -2.371 -7.790
C24 -21.908 -1.625 -7.668
C25 -20.905 -2.153 -8.726
C26 -21.342 -1.796 -10.147
C27 -19.552 -1.667 -8.381
N10 -20.695 -3.605 -8.530
O4 -19.847 -4.198 -9.533
H55 -21.017 -6.534 -8.402
H56 -20.731 -5.464 -6.909
H57 -22.309 -6.329 -7.318
H58 -23.212 -5.658 -9.805
H59 -23.180 -4.110 -10.244
H60 -21.729 -5.024 -10.598
H61 -23.943 -4.374 -7.704
H62 -22.741 -3.987 -6.471
H63 -23.723 -2.088 -8.786
H64 -24.014 -2.064 -7.057
H65 -21.564 -1.828 -6.680
H66 -22.060 -0.558 -7.744
H67 -22.350 -2.178 -10.298
H68 -20.742 -2.112 -10.995
H69 -21.504 -0.685 -10.217
H70 -19.378 -0.605 -8.504
H71 -18.824 -2.189 -9.054
H72 -19.435 -1.927 -7.333
H73 -19.152 -4.530 -9.010
C28 -24.425 2.050 -16.708
C29 -23.623 2.153 -18.023
C30 -24.074 3.431 -18.841
C31 -22.101 2.228 -17.779
C32 -21.538 0.908 -17.199
C33 -21.829 -0.181 -18.204
C34 -23.358 -0.376 -18.482
C35 -23.566 -1.310 -19.671
C36 -24.066 -0.954 -17.286
N11 -23.724 0.983 -18.882
O5 -25.039 0.928 -19.315
H74 -24.101 1.302 -15.999
H75 -24.393 2.968 -16.114
H76 -25.422 1.863 -17.050
H77 -23.920 4.359 -18.281
H78 -23.585 3.436 -19.811
H79 -25.176 3.400 -18.957
H80 -21.505 2.557 -18.644
H81 -21.927 2.991 -16.981
H82 -20.450 1.014 -17.144
H83 -21.965 0.744 -16.189
H84 -21.346 -1.149 -17.985
H85 -21.483 0.084 -19.204
H86 -24.601 -1.616 -19.860
H87 -22.987 -2.200 -19.376
H88 -23.239 -0.927 -20.650
H89 -25.150 -0.736 -17.508
H90 -23.763 -0.634 -16.273
H91 -24.106 -2.010 -17.278
H92 -25.055 1.147 -20.290
C37 -27.070 -3.443 -13.156
C38 -25.755 -2.634 -13.385
C39 -24.639 -3.602 -13.785
C40 -25.853 -1.680 -14.561
C41 -26.630 -0.319 -14.305
C42 -26.156 0.262 -12.999
C43 -26.193 -0.718 -11.775
C44 -25.324 0.061 -10.681
C45 -27.632 -1.049 -11.257
N12 -25.321 -1.888 -12.199
O6 -25.073 -2.735 -11.091
H93 -27.993 -2.877 -13.310
H94 -27.112 -4.262 -13.846
H95 -27.172 -3.884 -12.233
H96 -23.635 -3.103 -13.773
H97 -24.491 -4.509 -13.169
H98 -24.862 -3.990 -14.772
H99 -24.799 -1.374 -14.711
H100 -26.161 -2.152 -15.517
H101 -26.322 0.356 -15.023
H102 -27.676 -0.403 -14.420
H103 -26.786 1.089 -12.795
H104 -25.063 0.497 -13.051
H105 -25.514 -0.262 -9.629
H106 -25.695 1.118 -10.771
H107 -24.254 -0.030 -10.944
H108 -27.888 -0.159 -10.681
H109 -27.768 -1.876 -10.485
H110 -28.364 -1.106 -12.010
H111 -25.957 -3.103 -10.908
C46 -24.488 -7.770 -15.547
C47 -25.539 -7.973 -16.710
C48 -26.309 -9.317 -16.666
C49 -26.468 -6.764 -16.595
C50 -25.662 -5.557 -17.055
C51 -25.199 -5.701 -18.503
C52 -24.295 -6.906 -18.734
C53 -24.132 -7.293 -20.164
C54 -22.936 -6.634 -18.167
N13 -24.972 -8.113 -18.074
O7 -23.924 -9.131 -18.094
H112 -25.003 -7.878 -14.524
H113 -23.755 -8.623 -15.635
H114 -24.017 -6.790 -15.499
H115 -26.973 -9.599 -15.846
H116 -26.870 -9.324 -17.612
H117 -25.519 -10.097 -16.753
H118 -27.419 -6.908 -17.223
H119 -26.804 -6.718 -15.534
H120 -26.202 -4.649 -16.843
H121 -24.793 -5.495 -16.366
H122 -24.505 -4.819 -18.750
H123 -26.108 -5.623 -19.148
H124 -25.102 -7.351 -20.655
H125 -23.635 -8.286 -20.198
H126 -23.503 -6.582 -20.686
H127 -22.301 -7.485 -18.338
H128 -22.967 -6.442 -17.096
H129 -22.496 -5.810 -18.651
H130 -24.362 -9.841 -18.581
C55 -17.405 -1.707 -16.366
O8 -17.068 -2.658 -17.330
H131 -18.487 -1.659 -16.381
H132 -17.026 -1.905 -15.360
H133 -16.990 -0.766 -16.685
H134 -17.394 -3.517 -16.961
C56 -21.578 -3.583 -16.050
O9 -20.607 -2.881 -16.863
H135 -21.657 -3.051 -15.100
H136 -22.552 -3.580 -16.586
H137 -21.361 -4.646 -15.883
H138 -20.608 -3.354 -17.699

Net charge: 0
SMILES string: CN(C)P(=O)(N(C)C)N(C)C.CN(C)P(=O)(N(C)C)N(C)C.CN(C)P(=O)(N(C)C)N(C)C.CC1(C)CCCC(C)(C)N1O.CC1(C)CCCC(C)(C)N1O.CC1(C)CCCC(C)(C)N1O.CC1(C)CCCC(C)(C)N1O.CO.CO
Calculated total energy (Eh): -4629.40372
Molecular weight (g/mol): 1230.724
Kohn-Sham gap (eV): 8.6
HOMO (eV): -8.12

---

Record 2
Formula: C56H138N9O29
Source: OMol25
Level of theory: wB97M-V/def2-TZVPD

Positions of all 232 atoms, in Å:
C1 1.688 2.343 -2.024
C2 2.913 2.946 -2.624
C3 3.373 4.251 -1.830
O1 3.852 3.933 -0.516
C4 4.899 4.726 -0.094
N1 4.049 1.925 -2.491
H1 3.904 1.169 -3.145
H2 4.894 2.446 -2.677
H3 4.079 1.710 -1.505
H4 1.403 1.584 -2.753
H5 0.865 3.026 -1.812
H6 1.964 1.851 -1.092
H7 2.848 3.179 -3.687
H8 2.509 4.857 -1.556
H9 4.013 4.782 -2.534
H10 4.684 5.794 -0.102
H11 5.727 4.544 -0.778
H12 5.135 4.358 0.905
C5 2.995 -4.014 1.759
C6 1.839 -3.944 2.743
C7 1.735 -2.703 3.729
O2 0.880 -2.973 4.772
C8 0.626 -1.877 5.607
N2 0.472 -4.038 1.968
H13 0.284 -4.808 1.342
H14 -0.286 -4.200 2.616
H15 0.114 -3.255 1.439
H16 3.058 -3.101 1.166
H17 3.064 -4.879 1.100
H18 3.912 -3.997 2.349
H19 1.771 -4.941 3.181
H20 1.712 -1.701 3.300
H21 2.655 -2.653 4.311
H22 -0.116 -2.291 6.289
H23 0.140 -1.096 5.024
H24 1.494 -1.620 6.214
C9 4.837 6.538 3.649
C10 3.985 5.686 4.613
C11 2.793 4.959 4.001
O3 3.376 4.007 3.108
C12 2.405 3.196 2.485
N3 5.001 4.735 5.272
H25 4.580 4.211 6.026
H26 5.285 4.003 4.637
H27 5.912 5.130 5.454
H28 5.486 5.861 3.093
H29 5.589 7.089 4.213
H30 4.173 7.245 3.153
H31 3.629 6.348 5.404
H32 2.176 5.735 3.547
H33 2.145 4.401 4.676
H34 1.537 3.725 2.089
H35 1.835 2.592 3.191
H36 2.722 2.736 1.549
C13 2.244 0.905 -8.488
C14 1.532 2.104 -7.897
C15 0.079 1.827 -7.567
O4 -0.088 0.699 -6.775
C16 -1.425 0.371 -6.458
N4 2.302 2.525 -6.632
H37 1.886 3.363 -6.252
H38 2.194 1.818 -5.918
H39 3.225 2.908 -6.778
H40 1.710 0.412 -9.301
H41 2.356 0.101 -7.760
H42 3.306 1.108 -8.630
H43 1.497 3.003 -8.513
H44 -0.567 1.904 -8.442
H45 -0.314 2.613 -6.921
H46 -2.216 0.568 -7.182
H47 -1.812 1.024 -5.676
H48 -1.439 -0.689 -6.204
C17 0.821 10.420 3.230
C18 0.404 9.159 2.471
C19 1.392 8.287 1.599
O5 0.613 7.267 0.970
C20 1.309 6.469 0.061
N5 -0.452 8.237 3.423
H49 -1.283 8.683 3.783
H50 -0.630 7.353 2.968
H51 0.136 7.861 4.153
H52 1.569 10.279 4.010
H53 -0.067 10.930 3.605
H54 1.500 11.003 2.609
H55 -0.341 9.585 1.798
H56 2.279 7.998 2.162
H57 1.714 8.932 0.782
H58 1.216 5.450 0.437
H59 2.356 6.772 0.071
H60 0.833 6.596 -0.911
C21 -2.433 -5.023 -3.275
C22 -2.157 -3.464 -3.078
C23 -0.691 -3.089 -3.390
O6 -0.500 -1.689 -3.307
C24 0.531 -1.306 -4.154
N6 -3.160 -2.695 -3.967
H61 -4.116 -2.918 -3.733
H62 -3.035 -1.693 -3.939
H63 -3.001 -2.973 -4.925
H64 -3.487 -5.211 -3.072
H65 -1.826 -5.650 -2.623
H66 -2.105 -5.379 -4.252
H67 -2.410 -3.106 -2.081
H68 -0.411 -3.451 -4.379
H69 0.046 -3.569 -2.746
H70 0.608 -0.221 -4.227
H71 0.175 -1.526 -5.160
H72 1.511 -1.762 -4.016
C25 5.143 -6.569 -5.841
C26 5.073 -5.260 -5.083
C27 4.962 -5.330 -3.547
O7 4.732 -3.945 -3.107
C28 4.260 -3.721 -1.798
N7 6.103 -4.340 -5.612
H73 7.021 -4.667 -5.345
H74 6.143 -4.359 -6.621
H75 6.100 -3.381 -5.295
H76 4.447 -7.236 -5.332
H77 6.142 -6.997 -5.764
H78 4.846 -6.421 -6.879
H79 4.134 -4.790 -5.374
H80 5.791 -5.773 -2.995
H81 4.120 -5.973 -3.292
H82 4.800 -4.057 -0.914
H83 3.280 -4.187 -1.692
H84 3.897 -2.697 -1.885
C29 -4.272 0.509 3.036
C30 -3.610 0.643 4.506
C31 -3.838 -0.565 5.362
O8 -3.093 -0.537 6.583
C32 -3.252 -1.742 7.389
N8 -2.081 0.873 4.393
H85 -1.778 1.680 3.866
H86 -1.630 0.927 5.296
H87 -1.551 0.163 3.908
H88 -3.801 -0.259 2.423
H89 -4.020 1.447 2.542
H90 -5.309 0.175 3.076
H91 -3.978 1.523 5.033
H92 -3.714 -1.473 4.772
H93 -4.886 -0.590 5.659
H94 -4.275 -1.948 7.706
H95 -2.548 -1.750 8.221
H96 -3.065 -2.677 6.861
C33 -5.327 -3.181 -0.472
C34 -5.032 -2.929 1.000
C35 -5.973 -3.634 1.972
O9 -5.693 -3.305 3.349
C36 -5.755 -4.416 4.253
N9 -3.651 -3.543 1.219
H97 -3.447 -3.708 2.195
H98 -3.586 -4.435 0.750
H99 -2.878 -3.038 0.811
H100 -4.519 -2.802 -1.097
H101 -6.232 -2.606 -0.668
H102 -5.506 -4.227 -0.718
H103 -4.890 -1.896 1.318
H104 -6.073 -4.666 1.637
H105 -6.921 -3.125 1.799
H106 -6.750 -4.763 4.529
H107 -5.363 -4.136 5.231
H108 -5.155 -5.265 3.926
C37 -1.819 4.173 1.411
C38 -1.574 4.417 2.875
O10 -2.371 3.963 3.708
O11 -0.546 5.081 3.158
H109 -2.207 5.099 0.987
H110 -2.446 3.287 1.304
H111 -0.982 3.983 0.739
C39 -5.265 0.728 -0.486
C40 -6.581 0.606 0.104
O12 -7.284 -0.414 -0.243
O13 -6.927 1.423 0.986
H112 -4.904 -0.301 -0.493
H113 -4.414 1.096 0.087
H114 -5.200 1.240 -1.446
C41 2.628 0.773 5.702
C42 1.703 1.795 6.266
O14 2.172 2.813 6.806
O15 0.434 1.739 5.996
H115 2.882 0.015 6.442
H116 3.636 1.154 5.536
H117 2.266 0.459 4.723
C43 3.456 -0.482 1.468
C44 4.306 -0.873 0.238
O16 3.985 -0.428 -0.872
O17 5.289 -1.665 0.261
H118 2.516 -1.026 1.380
H119 3.106 0.548 1.398
H120 3.906 -0.612 2.452
C45 -1.900 -4.792 5.442
C46 -1.663 -5.660 4.242
O18 -2.072 -5.268 3.090
O19 -1.026 -6.709 4.352
H121 -1.245 -4.999 6.288
H122 -2.917 -4.954 5.799
H123 -1.719 -3.737 5.234
C47 -4.294 2.205 -4.708
C48 -4.945 0.964 -5.138
O20 -5.838 1.029 -5.995
O21 -4.671 -0.135 -4.635
H124 -3.788 2.167 -3.743
H125 -5.124 2.863 -4.450
H126 -3.680 2.526 -5.550
C49 -1.572 4.457 -4.134
C50 -0.161 4.941 -4.417
O22 0.462 5.603 -3.513
O23 0.335 4.735 -5.529
H127 -1.596 3.465 -4.586
H128 -2.384 5.027 -4.584
H129 -1.658 4.323 -3.056
C51 -0.898 -0.057 -0.550
C52 -1.097 -1.090 0.548
O24 -1.259 -2.208 0.118
O25 -1.238 -0.718 1.751
H130 -0.018 -0.302 -1.144
H131 -0.766 0.963 -0.189
H132 -1.702 -0.046 -1.286
C53 -5.410 -7.199 -1.123
C54 -4.089 -7.289 -0.379
O26 -3.459 -8.333 -0.350
O27 -3.725 -6.366 0.402
H133 -5.423 -6.743 -2.113
H134 -6.101 -6.571 -0.560
H135 -5.769 -8.228 -1.151
C55 1.559 -6.421 -1.550
C56 0.274 -6.846 -0.825
O28 -0.094 -6.187 0.149
O29 -0.198 -7.945 -1.064
H136 1.942 -7.150 -2.264
H137 2.287 -6.096 -0.806
H138 1.337 -5.485 -2.061

Net charge: -1
Calculated total energy (Eh): -4890.62287
Molecular weight (g/mol): 1401.754
Energy above the lowest of the compared OMol25 structures with the same formula, charge and spin (eV): 12.951
Kohn-Sham gap (eV): 1.5
HOMO (eV): -2.73

---

> Which of these has the lowest Kohn-Sham gap?

C56H138N9O29

---

> The lowest Kohn-Sham gap belongs to which entry?

C56H138N9O29

---

> The lowest HOMO belongs to which entry?

C56H138N13O9P3